[1]
{
  "formula": "C32H43BrFeN5OPTe",
  "method": "ωB97M-V with the def2-TZVPD basis set",
  "species": ["Fe", "Br", "C", "C", "C", "C", "O", "C", "C", "N", "C", "C", "C", "C", "C", "C", "C", "C", "N", "C", "C", "H", "H", "H", "H", "H", "H", "H", "H", "H", "H", "C", "C", "N", "C", "C", "N", "H", "H", "H", "H", "H", "H", "Te", "C", "C", "C", "C", "P", "N", "C", "C", "C", "C", "C", "C", "C", "C", "H", "H", "H", "H", "H", "H", "H", "H", "H", "H", "H", "H", "H", "H", "H", "H", "H", "H", "H", "H", "H", "H", "H", "H", "H", "H", "H"],
  "xyz": [[-0.09368, 0.33703, 1.06633], [1.59339, -6.91555, 1.66512], [1.50150, -5.00600, 1.57406], [2.61150, -4.24896, 1.93627], [2.52857, -2.87323, 1.86461], [1.36169, -2.18802, 1.43586], [1.38946, -0.90524, 1.37646], [0.23543, -2.99675, 1.06036], [-0.98571, -2.46442, 0.53655], [-1.26556, -1.18774, 0.39564], [-2.40520, -0.78698, -0.24165], [-3.38163, -1.60672, -0.85657], [-4.47255, -1.02774, -1.49335], [-4.65914, 0.34455, -1.56236], [-3.70076, 1.20699, -0.96783], [-3.76773, 2.60917, -0.98128], [-2.77267, 3.35534, -0.37145], [-1.71028, 2.70133, 0.23622], [-1.60933, 1.37723, 0.25293], [-2.57557, 0.62718, -0.31578], [0.34292, -4.39672, 1.15001], [3.51926, -4.73397, 2.27305], [3.37400, -2.25646, 2.14691], [-1.71645, -3.21053, 0.23258], [-3.28262, -2.68226, -0.85077], [-5.20587, -1.68002, -1.95847], [-5.52108, 0.77070, -2.06354], [-4.60806, 3.09646, -1.46591], [-2.80899, 4.43751, -0.35833], [-0.89651, 3.20964, 0.73650], [-0.51191, -4.99932, 0.86475], [2.39096, -1.62908, -1.80703], [1.31528, -0.93985, -2.57422], [0.36830, -0.22870, -2.03397], [-0.42883, 0.21106, -3.06304], [0.05978, -0.23037, -4.25599], [1.18329, -0.97160, -3.93438], [2.37362, -1.23438, -0.78821], [3.37747, -1.44747, -2.24303], [2.22335, -2.70751, -1.75563], [-1.30440, 0.81586, -2.88008], [-0.27505, -0.10117, -5.27126], [1.79717, -1.44589, -4.57190], [-0.87111, 0.51496, 3.54115], [3.59852, 4.42576, -1.55688], [2.68965, 3.22719, -1.26403], [1.33262, 3.41528, -1.96328], [3.31557, 1.99253, -1.92485], [2.31463, 2.77125, 0.56908], [1.19362, 1.76193, 0.63867], [1.90096, 4.42284, 1.47485], [0.94028, 5.25949, 0.61640], [3.05285, 5.35219, 1.88114], [1.10681, 4.02122, 2.72755], [3.96250, 2.14649, 1.32885], [5.26603, 2.89340, 1.02065], [3.75345, 2.09244, 2.84973], [4.14156, 0.68420, 0.89113], [3.76428, 4.48619, -2.64101], [4.57727, 4.33632, -1.08346], [3.16267, 5.37477, -1.24877], [1.46960, 3.32322, -3.04842], [0.89137, 4.39124, -1.77142], [0.64024, 2.64042, -1.62612], [3.28757, 2.12198, -3.01424], [2.74670, 1.09883, -1.66666], [4.35765, 1.84945, -1.63879], [1.44147, 5.75516, -0.21259], [0.50631, 6.04345, 1.24878], [0.12155, 4.66515, 0.20981], [3.66726, 5.66412, 1.03449], [3.70376, 4.90533, 2.63093], [2.62556, 6.25934, 2.32887], [0.41297, 3.19974, 2.52387], [0.53849, 4.88709, 3.09091], [1.75065, 3.69011, 3.53992], [5.24474, 3.94921, 1.28518], [5.54124, 2.81240, -0.03251], [6.07564, 2.42697, 1.59745], [3.79077, 3.07492, 3.31781], [4.55560, 1.49007, 3.29320], [2.79701, 1.62124, 3.09392], [4.50657, 0.58921, -0.13032], [3.20340, 0.13433, 0.99416], [4.89356, 0.22026, 1.54486]],
  "lowdin_charge": [0.115, 0.601, -0.726, -0.174, -0.025, -0.379, -0.233, -0.140, -0.097, -0.007, -0.234, -0.057, -0.145, -0.103, -0.187, -0.058, -0.081, -0.152, 0.007, -0.168, -0.118, 0.081, 0.103, 0.094, 0.072, 0.082, 0.079, 0.094, 0.088, 0.064, 0.094, -0.006, -0.405, 0.132, -0.135, -0.119, 0.075, 0.060, 0.074, 0.082, 0.100, 0.086, 0.136, -0.003, -0.095, -0.583, -0.106, -0.108, 0.804, -0.258, -0.582, -0.112, -0.102, -0.123, -0.585, -0.100, -0.100, -0.109, 0.076, 0.052, 0.051, 0.074, 0.053, 0.052, 0.078, 0.054, 0.055, 0.053, 0.077, 0.047, 0.059, 0.051, 0.076, -0.007, 0.077, 0.059, 0.053, 0.053, 0.076, 0.048, 0.076, 0.080, 0.052, 0.044, 0.077],
  "gap_ev": [3.58, 4.74],
  "molar_mass_g_mol": 808.1,
  "lumo_ha": [0.152, 0.152],
  "de_lowest_ev": 0.000,
  "spin_multiplicity": 5,
  "total_charge": -2
}

=====

[2]
{
  "formula": "C32H43BrGeN4O2S2Si3W",
  "method": "ωB97M-V with the def2-TZVPD basis set",
  "species": ["W", "Br", "C", "C", "C", "C", "O", "C", "C", "N", "C", "C", "C", "C", "C", "C", "C", "C", "N", "C", "C", "H", "H", "H", "H", "H", "H", "H", "H", "H", "H", "S", "C", "S", "C", "C", "N", "C", "N", "C", "O", "C", "C", "H", "H", "H", "H", "H", "H", "C", "Si", "C", "C", "Ge", "Si", "C", "C", "C", "Si", "C", "C", "C", "H", "H", "H", "H", "H", "H", "H", "H", "H", "H", "H", "H", "H", "H", "H", "H", "H", "H", "H", "H", "H", "H", "H", "H", "H", "H", "H"],
  "xyz": [[0.93853, -0.62318, -0.04507], [4.20387, -0.95065, 6.57697], [3.15869, -0.51534, 5.03135], [3.08362, 0.80206, 4.61583], [2.32935, 1.10002, 3.48214], [1.67203, 0.10999, 2.76795], [0.97516, 0.39816, 1.65842], [1.74344, -1.25449, 3.21616], [1.10460, -2.28701, 2.52217], [0.42166, -2.09704, 1.35821], [-0.48397, -3.07589, 0.95626], [-0.93509, -4.16131, 1.72243], [-1.83961, -5.06070, 1.18754], [-2.30857, -4.92093, -0.10301], [-1.91578, -3.82309, -0.88780], [-2.36318, -3.62110, -2.21043], [-1.94318, -2.47683, -2.87806], [-1.14245, -1.55798, -2.25712], [-0.63507, -1.70489, -0.97728], [-1.02976, -2.87160, -0.32540], [2.50535, -1.52925, 4.37639], [3.60309, 1.58557, 5.14551], [2.26200, 2.12005, 3.14612], [1.14286, -3.28123, 2.95944], [-0.59113, -4.31029, 2.73499], [-2.17229, -5.88681, 1.80041], [-2.98543, -5.64702, -0.52738], [-3.00945, -4.34597, -2.67504], [-2.24839, -2.28915, -3.89631], [-0.85828, -0.65388, -2.77896], [2.57505, -2.54766, 4.72701], [1.58196, -0.10196, -2.59394], [1.69512, -1.81749, -2.78732], [2.05046, -2.69273, -1.32887], [1.49760, -2.40929, -4.01966], [1.56607, -3.79465, -4.21840], [1.60511, -4.93006, -4.40595], [1.12885, -1.63313, -5.12872], [0.80960, -1.01447, -6.04500], [4.21864, -1.79433, 0.98447], [3.07248, -0.95539, 0.89063], [2.94607, 0.03860, -0.11287], [4.23134, 0.40740, -0.81001], [5.10253, -1.22981, 1.29621], [4.41901, -2.29843, 0.03511], [3.98163, -2.54057, 1.74411], [4.99741, 0.71329, -0.08692], [4.04095, 1.23373, -1.49412], [4.64603, -0.42631, -1.39469], [-2.12633, -0.36175, 2.22648], [-2.57164, 0.55892, 0.60259], [-3.73372, -0.60637, -0.38663], [-3.78161, 1.94812, 1.16025], [-0.54999, 1.24954, -0.54270], [0.12269, 3.08663, 0.87220], [-0.54713, 4.83184, 0.41510], [2.01911, 3.24403, 0.62417], [-0.32857, 2.98754, 2.73838], [-1.41088, 2.43647, -2.48504], [-2.82912, 3.65977, -2.04628], [0.04325, 3.43774, -3.22649], [-2.05959, 1.36057, -3.93702], [-2.56284, -1.35620, 2.27041], [-2.46354, 0.18191, 3.10335], [-1.04525, -0.47134, 2.30961], [-4.71979, -0.63731, 0.06534], [-3.35828, -1.62280, -0.41318], [-3.84922, -0.26892, -1.41115], [-4.46224, 1.57889, 1.92029], [-4.38247, 2.29073, 0.32683], [-3.25254, 2.80125, 1.56765], [-0.36772, 5.06405, -0.62587], [-0.07770, 5.60403, 1.01503], [-1.61580, 4.89379, 0.57764], [2.22690, 3.55563, -0.39617], [2.49892, 2.27559, 0.77188], [2.48077, 3.96538, 1.29198], [-1.37793, 3.21124, 2.89612], [0.24644, 3.69424, 3.32991], [-0.14464, 1.99758, 3.13468], [-2.54874, 4.68828, -2.24181], [-3.07270, 3.57728, -0.99484], [-3.72626, 3.45768, -2.62135], [0.41588, 4.17437, -2.52264], [-0.22644, 3.95361, -4.14318], [0.85535, 2.75313, -3.45440], [-2.79370, 0.63236, -3.60477], [-1.24594, 0.81933, -4.41277], [-2.52552, 1.97625, -4.70114]],
  "lowdin_charge": [1.210, 0.664, -0.699, -0.132, -0.017, -0.320, -0.411, -0.174, -0.096, -0.117, -0.235, -0.023, -0.088, -0.050, -0.169, 0.020, -0.039, -0.187, -0.144, -0.191, -0.097, 0.093, 0.094, 0.114, 0.096, 0.101, 0.104, 0.116, 0.118, 0.025, 0.101, 0.652, -1.031, 0.724, -0.402, -0.266, 0.143, -0.282, 0.149, -0.080, -0.355, -0.350, -0.107, 0.099, 0.059, 0.097, 0.089, 0.064, 0.086, -0.198, 0.408, -0.205, -0.228, 0.498, 0.414, -0.219, -0.222, -0.199, 0.398, -0.205, -0.228, -0.221, 0.024, 0.024, -0.015, 0.024, -0.001, 0.010, 0.020, 0.006, -0.004, -0.005, 0.021, 0.009, 0.020, -0.018, 0.023, 0.011, 0.027, 0.000, 0.020, -0.019, 0.020, -0.002, 0.022, -0.002, 0.005, 0.008, 0.024],
  "gap_ev": [5.02, 5.41],
  "molar_mass_g_mol": 1000.5,
  "lumo_ha": [0.050, 0.051],
  "de_lowest_ev": 0.000,
  "spin_multiplicity": 2,
  "total_charge": -1
}